C14H19N2O3 | ωB97M-V/def2-TZVPD

Element x y z (Å)
1 C 0.52389 -1.85364 -0.50193
2 C 1.74337 -1.14453 -1.11748
3 C 1.69770 -1.03344 -2.62727
4 O 0.60489 -0.25567 -3.15848
5 C 0.49271 1.02426 -2.62590
6 C -0.66471 1.05989 -1.64473
7 C -1.79630 0.30712 -1.89339
8 C -2.83987 0.30945 -0.98793
9 C -4.04247 -0.54615 -1.24162
10 O -4.64322 -1.02084 -0.34241
11 O -4.39203 -0.69507 -2.54418
12 C -2.74766 1.06715 0.17617
13 C -1.61078 1.80315 0.37235
14 N -0.60372 1.79516 -0.52547
15 H 0.79086 -2.75408 0.03452
16 H -0.25057 -2.05773 -1.23431
17 H 0.06032 -1.19777 0.23765
18 H 1.92237 -0.18482 -0.63611
19 H 2.62101 -1.74494 -0.89436
20 H 1.56318 -2.02571 -3.04123
21 H 2.63246 -0.63553 -3.02274
22 H 0.24276 1.73235 -3.41843
23 H 1.41215 1.37784 -2.15876
24 H -1.86381 -0.29129 -2.78248
25 H -4.10996 -1.57150 -2.84453
26 H -3.53958 1.05291 0.90409
27 H -1.49117 2.38718 1.27150
28 H 0.23641 2.33302 -0.35412
29 N 1.25292 0.89741 2.87983
30 C 0.65438 0.10248 3.82601
31 C 1.64492 -0.47703 4.56721
32 C 2.88913 -0.01468 4.05502
33 C 2.61771 0.83184 3.01759
34 H 0.77031 1.44218 2.19504
35 H -0.41757 0.02054 3.88872
36 H 1.49789 -1.15626 5.38944
37 H 3.87074 -0.27453 4.41274
38 H 3.27132 1.39129 2.37000

## Properties
- LUMO (eV) = -5.09
- M (Da) = 263.32
- HOMO (eV) = -10.90
- energy relative to the best compared isomer or geometry (same formula, charge and spin) (eV) = 0.000
- total energy (Ha) = -879.83178
- HOMO-LUMO gap (eV) = 5.8
- charge = +1

C5H13NO | ωB97M-V/def2-TZVPD

Element x y z (Å)
1 C -0.24642 -1.51053 0.93708
2 C 1.57854 -0.25925 -1.89150
3 C 1.39399 0.55336 -0.83206
4 C 2.11103 0.90080 0.27399
5 C 0.01432 1.35051 -0.85783
6 N -1.64972 -1.74903 1.15273
7 H -0.15375 -0.45821 0.62876
8 H 0.11023 -2.02721 0.03653
9 H 2.34163 -1.02548 -1.92968
10 H 0.93637 -0.11235 -2.74442
11 H 1.58265 1.00331 1.21659
12 H 3.15896 1.15882 0.29199
13 H -0.83557 0.68220 -0.95477
14 H 0.06053 1.99329 -1.74534
15 H -0.16879 1.96569 0.01360
16 H 0.36560 -1.64069 1.82816
17 H -2.02046 -0.78719 1.33914
18 H -2.09251 -2.21201 0.37828
19 H -2.90294 1.36322 1.09306
20 O -2.19066 0.81490 0.75005

## Properties
- LUMO (eV) = -3.48
- M (Da) = 103.16
- HOMO (eV) = -7.06
- energy relative to the best compared isomer or geometry (same formula, charge and spin) (eV) = 7.940
- total energy (Ha) = -328.02707
- HOMO-LUMO gap (eV) = 3.6

C11H26N2O5S | ωB97M-V/def2-TZVPD

Element x y z (Å)
1 C -1.07269 -0.56540 -2.58596
2 C -1.71856 0.76556 -3.00392
3 O -1.04545 1.87903 -2.35717
4 H -1.59257 -1.42489 -3.00913
5 H -1.09886 -0.71144 -1.50610
6 H -0.00253 -0.58859 -2.79169
7 H -2.77237 0.72196 -2.72880
8 H -1.77532 1.03702 -4.05805
9 H -1.20540 2.70364 -2.82196
10 C 5.76241 -0.73001 -2.84423
11 C 5.10506 0.61834 -2.74524
12 O 5.43579 1.20170 -1.50247
13 H 5.52722 -1.20166 -3.79834
14 H 5.34468 -1.49314 -2.18754
15 H 6.84790 -0.71476 -2.74634
16 H 4.03137 0.45049 -2.82970
17 H 5.38808 1.23453 -3.59865
18 H 5.18762 0.55220 -0.84053
19 C -0.44501 -2.89937 1.60321
20 C -0.61245 -3.43986 0.25582
21 N -0.70398 -3.83984 -0.84081
22 H 0.44179 -3.44318 1.92873
23 H -1.37862 -3.24153 2.04975
24 H -0.39621 -1.81053 1.59168
25 C 1.74351 1.55328 -0.91978
26 C 1.51646 0.24767 -0.31038
27 N 1.32460 -0.74920 0.19055
28 H 1.51596 1.50655 -1.98473
29 H 2.79185 1.78166 -0.72762
30 H 1.04316 2.25695 -0.46982
31 O -5.26520 0.85385 3.43456
32 S -4.26430 -0.20766 3.79688
33 O -4.69331 -1.58283 3.98626
34 O -3.05773 -0.13360 2.61840
35 C -2.77570 1.10844 1.95990
36 C -1.44901 0.89993 1.27032
37 C -3.13794 0.30955 5.13766
38 H -2.74494 1.90640 2.70180
39 H -3.54577 1.34940 1.22708
40 H -1.62508 0.13495 0.51408
41 H -0.62659 0.56559 1.90272
42 H -1.16170 1.81746 0.75681
43 H -2.97665 1.38719 5.10969
44 H -2.17934 -0.20836 5.10671
45 H -3.68398 0.14271 6.06616

## Properties
- LUMO (spin up / spin down) (eV) = 2.52 / 2.54
- M (Da) = 298.40
- HOMO (spin up / spin down) (eV) = 0.66 / -7.40
- total energy (Ha) = -1318.50609
- HOMO-LUMO gap (spin up / spin down) (eV) = 1.9 / 9.9
- charge = -1
- multiplicity = 2

C2H5N3O3 | ωB97M-V/def2-TZVPD

Element x y z (Å)
1 N -1.94509 -0.48802 -1.25519
2 C -0.73040 -0.37800 -0.69797
3 O 0.19335 -1.13248 -0.90938
4 O -0.68523 0.69160 0.12839
5 C 0.49902 1.15366 0.71950
6 N 1.81764 0.88679 0.27467
7 N 1.38066 0.38636 1.54073
8 O 1.16133 -0.97131 1.66631
9 H -2.13465 -1.26521 -1.86267
10 H -2.67387 0.16034 -1.01635
11 H 0.30703 2.16447 1.06605
12 H 1.87297 0.17203 -0.45546
13 H 0.93724 -1.38022 0.80138

## Properties
- LUMO (eV) = 0.53
- M (Da) = 119.08
- HOMO (eV) = -8.87
- energy relative to the best compared isomer or geometry (same formula, charge and spin) (eV) = 2.758
- total energy (Ha) = -469.09932
- HOMO-LUMO gap (eV) = 9.4
- SMILES string = NC(=O)O[C@@H]1NN1O

C4H7NO | ωB97M-V/def2-TZVPD

Element x y z (Å)
1 O -0.40379 1.39653 1.71464
2 C -1.08242 1.57162 0.71651
3 C -0.58000 0.81104 -0.57948
4 C 0.59030 -0.09226 -0.15793
5 C 0.39108 -1.50396 0.23853
6 N 0.94712 -1.17966 -1.07361
7 H -1.78984 2.25941 1.21992
8 H -0.22496 1.50871 -1.35404
9 H -1.32787 0.18658 -1.08891
10 H 1.41202 0.41980 0.33889
11 H -0.60700 -1.93543 0.21287
12 H 1.04223 -1.92739 1.00235
13 H 1.95299 -1.34057 -1.08032

## Properties
- LUMO (eV) = 1.14
- M (Da) = 85.11
- HOMO (eV) = -9.38
- energy relative to the best compared isomer or geometry (same formula, charge and spin) (eV) = 3.239
- total energy (Ha) = -286.51261
- HOMO-LUMO gap (eV) = 10.5
- SMILES string = O=CC[C@H]1CN1

C12H16N2 | ωB97M-V/def2-TZVPD

Element x y z (Å)
1 C -0.10616 3.73202 -1.96482
2 C 0.16360 2.94790 -3.07659
3 C -0.14339 3.15802 -0.70754
4 C 0.40095 1.58993 -2.93289
5 C 0.09324 1.79500 -0.55802
6 C 0.37159 1.00408 -1.67852
7 C 0.04396 1.12335 0.73714
8 C 0.67985 -0.44777 -1.45399
9 C -0.09800 -1.00848 -0.24873
10 C -1.58502 -1.16003 -0.59230
11 C 0.47445 -2.35995 0.17941
12 C -0.14391 -0.82761 3.95375
13 N -1.16979 -0.89799 3.06371
14 N -0.01727 -0.12649 0.89145
15 H -0.28471 4.79199 -2.08217
16 H 0.19282 3.39718 -4.06009
17 H -0.36334 3.76014 0.16297
18 H 0.61158 0.98443 -3.80336
19 H 0.04859 1.73711 1.63158
20 H 0.44812 -1.03311 -2.34573
21 H 1.75527 -0.54369 -1.26188
22 H -1.97821 -0.22249 -0.98191
23 H -2.13201 -1.41870 0.31038
24 H -1.72148 -1.93951 -1.33743
25 H -0.08695 -2.72394 1.03482
26 H 1.51832 -2.25516 0.46765
27 H 0.40347 -3.07999 -0.63199
28 H 0.76480 -1.32886 3.58032
29 H 0.12601 0.21283 4.21215
30 H -0.43743 -1.33470 4.89079

## Properties
- LUMO (spin up / spin down) (eV) = 0.67 / 0.60
- M (Da) = 188.27
- HOMO (spin up / spin down) (eV) = -8.48 / -8.89
- energy relative to the best compared isomer or geometry (same formula, charge and spin) (eV) = 0.000
- total energy (Ha) = -576.25355
- HOMO-LUMO gap (spin up / spin down) (eV) = 9.2 / 9.5
- multiplicity = 3

C20H53O14P4 | ωB97M-V/def2-TZVPD

Element x y z (Å)
1 O -6.24643 -1.47299 1.58322
2 C -6.63417 -0.33557 1.59452
3 O -7.72760 0.02199 2.38502
4 C -6.08460 0.74031 0.77902
5 P -7.04831 0.64517 -0.99744
6 H -8.50439 -0.19560 1.84010
7 H -6.31999 1.69536 1.24928
8 H -5.00951 0.61774 0.64418
9 H -8.33017 0.45873 -0.23769
10 H -6.78764 -0.79985 -0.99470
11 H -5.76865 0.84827 -1.72059
12 H -7.26716 2.09633 -0.94173
13 H -7.77792 0.54170 -2.26178
14 O -1.91362 -3.53588 -3.32353
15 P -1.56284 -2.91803 -2.03281
16 O -2.64714 -1.76551 -1.75274
17 C -4.05312 -2.07381 -1.76366
18 C -4.47689 -2.84665 -0.53476
19 O -0.27076 -1.99487 -2.35193
20 C 0.36267 -2.01774 -3.62499
21 C -0.26195 -1.01538 -4.57706
22 O -1.08644 -3.12268 -0.50495
23 C -1.30865 -4.32651 0.24643
24 C -1.24167 -5.59085 -0.58482
25 H -4.30671 -2.62185 -2.67464
26 H -4.57690 -1.11854 -1.79760
27 H -4.05874 -3.86409 -0.54990
28 H -5.56009 -2.93341 -0.49808
29 H -4.14164 -2.35008 0.37331
30 H 0.34367 -3.02362 -4.04537
31 H 1.41153 -1.76378 -3.45706
32 H -1.34962 -1.05102 -4.53350
33 H 0.05758 -1.20777 -5.60294
34 H 0.03744 -0.00048 -4.30912
35 H -2.26607 -4.25522 0.76662
36 H -0.53707 -4.35352 1.01665
37 H -1.93860 -5.55646 -1.42736
38 H -1.49793 -6.45600 0.02649
39 H -0.23848 -5.73784 -0.98907
40 O 0.58725 2.67706 -1.75609
41 P -0.18449 3.47425 -0.79577
42 O 0.83711 4.11671 0.29082
43 C 1.97041 4.84417 -0.16300
44 C 1.60097 6.21346 -0.70486
45 O -0.97239 2.45043 0.13771
46 C -0.92371 1.03548 -0.08970
47 C 0.23684 0.38682 0.63077
48 O -1.37266 4.54242 -0.73249
49 C -1.74198 5.40054 -1.82607
50 C -1.58239 4.76189 -3.19056
51 H 2.51059 4.26574 -0.91846
52 H 2.62800 4.95574 0.70037
53 H 1.04806 6.12266 -1.64365
54 H 2.49757 6.80048 -0.90891
55 H 0.97799 6.75474 0.00760
56 H -0.88603 0.82129 -1.15600
57 H -1.86059 0.62241 0.28042
58 H 1.15844 0.96130 0.51766
59 H 0.39683 -0.62193 0.24668
60 H 0.03861 0.32053 1.70290
61 H -1.17413 6.33344 -1.76388
62 H -2.78706 5.66227 -1.66614
63 H -0.56436 4.39598 -3.35043
64 H -1.80475 5.48813 -3.97245
65 H -2.26003 3.91500 -3.30202
66 O 4.61191 -1.20593 3.93821
67 P 5.54992 -0.97056 2.83717
68 O 5.46720 -2.17614 1.77597
69 C 4.18529 -2.52516 1.24119
70 C 3.70579 -1.49898 0.23544
71 O 7.02066 -1.24627 3.44045
72 C 7.20201 -1.57850 4.81322
73 C 7.10516 -3.07371 5.05031
74 O 6.08505 0.21469 1.91197
75 C 5.30209 1.38211 1.57896
76 C 4.37225 1.84208 2.68249
77 H 3.45983 -2.64521 2.04937
78 H 4.30306 -3.49552 0.76029
79 H 3.46359 -0.55463 0.73040
80 H 2.80054 -1.84041 -0.26803
81 H 4.47404 -1.30609 -0.51423
82 H 6.48876 -1.03761 5.43452
83 H 8.19614 -1.22327 5.08946
84 H 6.25863 -3.50653 4.51896
85 H 7.00059 -3.28870 6.11474
86 H 8.00310 -3.57633 4.68679
87 H 4.74348 1.19139 0.66027
88 H 6.01839 2.17008 1.34868
89 H 3.69972 1.04376 3.00629
90 H 3.75871 2.67227 2.33297
91 H 4.93853 2.17216 3.55467

## Properties
- LUMO (eV) = 2.07
- M (Da) = 641.53
- HOMO (eV) = -3.90
- total energy (Ha) = -3212.76904
- HOMO-LUMO gap (eV) = 6.0
- charge = -1